No. 1
ORCA calculation (wB97M-V/def2-TZVPD) on 7 unconnected molecules or ions with the total composition C24H50B2N3O23S.

```
103
Properties=species:S:1:pos:R:3
C 1.72 -2.49 1.08
B 0.08 -2.61 1.00
O -0.50 -3.99 1.04
C -0.99 -1.36 0.93
N -2.42 -1.73 1.26
N -3.13 -0.55 1.10
O -4.46 -0.58 1.34
C -2.26 0.63 0.68
O -2.72 2.02 0.41
B -3.56 1.97 -0.84
O -4.76 2.81 -1.07
O -3.13 1.03 -1.93
N -0.83 0.11 0.59
C 0.46 0.81 0.26
C 0.56 1.24 -1.35
C 1.87 0.53 -2.07
S 1.35 -0.85 -3.22
H 2.02 -2.34 2.20
H 2.21 -1.74 0.33
H 2.14 -3.57 0.78
H -1.08 -4.13 0.23
H -4.65 0.01 2.15
H -5.32 2.35 -1.79
H -3.62 0.15 -1.78
H 1.42 0.27 0.65
H 0.43 1.86 0.84
H 0.78 2.42 -1.40
H -0.45 0.97 -1.92
H 2.63 0.22 -1.23
H 2.38 1.37 -2.76
H -0.03 -1.13 -2.97
C 5.76 3.93 -3.26
O 5.81 4.74 -2.08
C 4.97 4.34 -1.09
O 4.21 3.38 -1.14
O 5.12 5.18 -0.04
C 4.29 4.88 1.08
H 6.47 4.34 -3.98
H 6.06 2.90 -3.03
H 4.76 3.96 -3.70
H 4.53 3.89 1.48
H 3.23 4.95 0.80
H 4.49 5.62 1.86
C 0.70 -3.34 -5.53
O 0.50 -4.71 -5.87
C 1.08 -5.59 -5.03
O 1.74 -5.31 -4.04
O 0.81 -6.84 -5.47
C 1.37 -7.88 -4.68
H 0.19 -2.72 -6.27
H 0.27 -3.12 -4.54
H 1.76 -3.09 -5.54
H 0.96 -7.85 -3.66
H 2.46 -7.82 -4.66
H 1.09 -8.84 -5.12
C -7.65 -1.95 1.89
O -8.47 -0.85 2.30
C -9.42 -0.50 1.41
O -9.63 -1.03 0.33
O -10.12 0.55 1.93
C -11.17 1.03 1.09
H -6.92 -2.15 2.68
H -8.26 -2.85 1.75
H -7.11 -1.70 0.97
H -11.91 0.25 0.92
H -10.76 1.39 0.14
H -11.65 1.86 1.61
C 2.64 7.13 4.92
O 1.81 6.60 3.88
C 0.48 6.74 4.10
O -0.03 7.27 5.07
O -0.18 6.20 3.04
C -1.60 6.28 3.13
H 3.68 6.96 4.64
H 2.48 8.21 5.02
H 2.44 6.62 5.87
H -1.92 7.32 3.17
H -1.96 5.73 4.01
H -2.02 5.82 2.24
C 6.06 -10.77 -7.75
O 4.75 -10.21 -7.68
C 4.69 -8.89 -7.96
O 5.64 -8.18 -8.27
O 3.40 -8.49 -7.85
C 3.18 -7.11 -8.13
H 5.99 -11.84 -7.51
H 6.46 -10.68 -8.77
H 6.73 -10.29 -7.03
H 3.47 -6.88 -9.16
H 3.74 -6.49 -7.42
H 2.12 -6.91 -8.01
C 0.07 6.10 7.57
O 0.07 4.71 7.88
C 0.19 4.43 9.20
O 0.29 5.25 10.10
O 0.17 3.08 9.36
C 0.29 2.64 10.71
H -0.03 6.20 6.49
H -0.78 6.60 8.04
H 1.01 6.56 7.87
H -0.55 3.01 11.31
H 1.24 2.97 11.14
H 0.26 1.55 10.71
```

Its total charge is +1. Its lowest unoccupied orbital energy is -4.5 eV. The calculation puts the largest force on an atom at 6.56 eV Å⁻¹. For the total energy, the calculation gives -89438.7176 eV. For the gap between HOMO and LUMO, the calculation gives 0.268 hartree. The spin multiplicity is 1.

***

No. 2
ORCA calculation (wB97M-V/def2-TZVPD) on a molecular structure, C29H60ClGaN3O2S2.

```
98
Properties=species:S:1:pos:R:3
C -1.05 -0.04 1.02
C -1.56 -1.41 1.49
N -0.50 -2.25 2.09
C 0.35 -2.83 1.04
C 1.79 -3.13 1.50
C -0.83 -3.08 3.14
S -0.38 -4.66 3.26
S -1.76 -2.33 4.49
C -0.45 -1.30 5.27
C 0.88 -2.00 5.51
C 1.87 -1.11 6.28
Ga 2.37 0.67 5.40
C 2.04 0.66 3.38
C 2.82 1.83 2.76
C 2.37 2.25 1.36
Cl 2.97 1.14 0.06
H 0.04 -0.02 1.05
H -1.35 0.16 -0.02
H -1.43 0.76 1.65
H -1.97 -1.97 0.63
H -2.37 -1.29 2.20
H 0.37 -2.09 0.23
H -0.14 -3.73 0.65
H 1.91 -2.84 2.55
H 2.03 -4.19 1.42
H 2.51 -2.55 0.92
H -0.32 -0.37 4.70
H -0.91 -1.04 6.23
H 0.67 -2.94 6.05
H 1.31 -2.30 4.55
H 2.80 -1.67 6.40
H 1.47 -0.94 7.29
H 3.96 0.93 5.60
H 1.57 1.93 6.05
H 2.37 -0.27 2.92
H 0.98 0.79 3.15
H 3.89 1.57 2.72
H 2.71 2.72 3.38
H 2.72 3.25 1.08
H 1.28 2.23 1.27
C 5.46 5.18 -6.64
C 5.54 4.13 -5.54
C 6.64 4.52 -4.54
C 6.59 3.79 -3.21
C 5.20 3.90 -2.58
C 4.10 3.40 -3.51
N 4.23 4.13 -4.82
O 3.68 5.29 -4.80
C 4.17 1.88 -3.66
C 2.73 3.72 -2.93
C 5.83 2.78 -6.21
H 4.52 5.10 -7.18
H 5.55 6.19 -6.26
H 6.28 5.00 -7.35
H 6.56 5.60 -4.35
H 7.61 4.37 -5.03
H 6.88 2.74 -3.33
H 7.33 4.23 -2.53
H 5.14 3.32 -1.65
H 5.01 4.94 -2.33
H 3.50 1.52 -4.44
H 3.86 1.43 -2.71
H 5.17 1.49 -3.85
H 2.62 4.77 -2.69
H 2.60 3.14 -2.02
H 1.94 3.45 -3.63
H 6.89 2.71 -6.46
H 5.26 2.71 -7.14
H 5.57 1.91 -5.62
C -6.32 -0.10 -0.84
C -6.70 -1.46 -0.25
C -7.05 -2.43 -1.39
C -7.09 -3.90 -0.98
C -5.79 -4.30 -0.29
C -5.47 -3.42 0.92
N -5.49 -1.98 0.47
O -4.40 -1.62 -0.07
C -6.46 -3.70 2.06
C -4.07 -3.71 1.45
C -7.88 -1.21 0.70
H -5.78 0.50 -0.11
H -5.69 -0.20 -1.73
H -7.23 0.42 -1.12
H -6.31 -2.31 -2.18
H -8.01 -2.12 -1.81
H -7.96 -4.10 -0.35
H -7.22 -4.51 -1.88
H -5.83 -5.34 0.05
H -4.97 -4.23 -1.00
H -6.35 -2.96 2.86
H -6.22 -4.68 2.48
H -7.50 -3.74 1.75
H -3.32 -3.65 0.67
H -4.06 -4.72 1.85
H -3.80 -3.02 2.24
H -8.80 -1.12 0.12
H -7.73 -0.28 1.24
H -8.03 -1.98 1.44
```

Its total charge is -1. Its lowest unoccupied orbital energy (spin up / spin down) is 2.1 / 2.0 eV. The calculation puts the largest force on an atom at 1.36 eV Å⁻¹. For the total energy, the calculation gives -126177.9010 eV. For the gap between HOMO and LUMO (spin up / spin down), the calculation gives 0.256 / 0.255 hartree. The expectation value of S² is 2.008. The spin multiplicity is 3.

***

No. 3
ORCA calculation (wB97M-V/def2-TZVPD) on a molecular structure, C7H13N2.

```
22
Properties=species:S:1:pos:R:3
C 0.12 0.65 0.13
C 1.39 0.24 0.17
C -0.93 1.51 0.01
C 1.61 -1.20 0.36
C -1.98 -0.84 -0.27
C -0.72 -1.14 0.48
C 2.54 1.09 -0.19
N 0.35 -1.86 0.02
N -2.22 0.67 -0.18
H -1.04 2.12 0.88
H -0.89 2.23 -0.92
H 2.34 -1.68 -0.35
H 1.85 -1.37 1.37
H -1.94 -1.12 -1.34
H -2.81 -1.46 0.10
H -0.85 -1.28 1.63
H 3.15 0.35 -0.75
H 2.97 1.39 0.76
H 2.30 1.96 -0.81
H 0.27 -2.25 -0.87
H -2.71 0.95 0.68
H -2.81 1.07 -0.91
```

Its total charge is +1. Its lowest unoccupied orbital energy is -3.3 eV. The calculation puts the largest force on an atom at 7.20 eV Å⁻¹. For the total energy, the calculation gives -10440.1680 eV. For the gap between HOMO and LUMO, the calculation gives 0.325 hartree. The spin multiplicity is 1.

***

No. 4
ORCA calculation (wB97M-V/def2-TZVPD) on a molecular structure, C17H19N9O2Pd.

```
48
Properties=species:S:1:pos:R:3
Pd 0.28 -0.16 0.06
C 5.44 -1.49 1.56
C 5.29 -0.30 2.28
C 4.15 0.46 2.13
C 3.15 0.04 1.24
C 3.33 -1.14 0.49
C 4.46 -1.91 0.67
N 1.98 0.76 1.05
N 1.70 1.71 1.79
C 0.51 2.38 1.57
C 0.31 3.61 2.19
C -0.88 4.28 1.99
C -1.85 3.70 1.18
C -1.59 2.47 0.60
N -0.45 1.82 0.79
H 6.34 -2.08 1.69
H 6.06 0.02 2.97
H 4.01 1.38 2.67
H 2.56 -1.45 -0.20
H 4.58 -2.83 0.13
H 1.10 4.00 2.82
H -1.06 5.23 2.47
H -2.80 4.20 1.00
H -2.32 2.00 -0.04
N -1.85 -1.05 -1.14
N -2.28 -2.29 -0.65
C -1.77 -2.77 0.51
N -2.24 -3.89 1.03
N -0.77 -2.04 1.01
N -0.16 -2.35 2.19
O 0.67 -1.53 2.56
O -0.47 -3.34 2.83
H -2.55 -0.35 -0.92
H -1.77 -1.11 -2.15
H -3.11 -2.71 -1.03
H -2.98 -4.42 0.59
H -1.83 -4.22 1.89
C 2.47 0.83 -4.25
C 2.39 1.88 -3.34
C 1.71 1.69 -2.15
N 1.13 0.53 -1.85
C 1.20 -0.49 -2.73
C 1.86 -0.38 -3.93
H 3.00 0.95 -5.18
H 2.85 2.84 -3.55
H 1.63 2.48 -1.42
H 0.71 -1.41 -2.45
H 1.91 -1.22 -4.61
```

Its total charge is +2. Its lowest unoccupied orbital energy (spin up / spin down) is -7.2 / -7.9 eV. The calculation puts the largest force on an atom at 1.55 eV Å⁻¹. For the total energy, the calculation gives -38903.9381 eV. For the gap between HOMO and LUMO (spin up / spin down), the calculation gives 0.271 / 0.246 hartree. The expectation value of S² is 2.009. The spin multiplicity is 3.

***

No. 5
ORCA calculation (wB97M-V/def2-TZVPD) on a single C3H4N2OS molecule.

```
11
Properties=species:S:1:pos:R:3
C 0.19 -1.75 -0.65
C 0.33 -0.27 -0.84
S 0.95 0.12 -2.35
C 0.04 0.52 0.34
N -0.24 1.75 0.62
N -0.29 2.53 1.56
O -0.82 3.49 1.95
H 1.02 -2.32 -0.66
H -0.29 -1.86 0.24
H -0.51 -2.13 -1.44
H -0.39 -0.08 1.23
```

Its lowest unoccupied orbital energy (spin up / spin down) is -1.9 / -1.5 eV. The calculation puts the largest force on an atom at 4.76 eV Å⁻¹. For the total energy, the calculation gives -19032.8040 eV. For the gap between HOMO and LUMO (spin up / spin down), the calculation gives 0.246 / 0.263 hartree. The spin multiplicity is 1.

***

No. 6
ORCA calculation (wB97M-V/def2-TZVPD) on a molecular structure, C19H30BrINNbO14PS.

```
69
Properties=species:S:1:pos:R:3
N 0.00 4.54 -1.51
C -0.53 4.05 -2.48
O -1.08 3.22 -3.47
Nb -1.01 1.17 -2.98
Br -0.93 -1.44 -2.50
C 1.27 1.06 -3.37
C 1.89 -0.17 -2.52
O 2.39 -1.18 -3.09
I 1.87 -0.01 -0.31
P -3.52 1.12 -2.44
S -3.85 -0.44 -1.25
H -0.62 1.56 -1.25
H -1.29 0.83 -4.76
H 1.81 2.03 -3.11
H 1.50 0.79 -4.47
H -4.31 0.88 -3.64
H -3.98 2.32 -1.78
C 4.90 -2.19 -2.52
C 5.88 -2.87 -3.46
C 6.65 -3.99 -2.83
O 7.84 -4.01 -3.61
C 8.03 -2.74 -4.07
O 9.03 -2.36 -4.60
O 6.93 -1.97 -3.85
H 5.41 -1.79 -1.65
H 4.42 -1.35 -3.02
H 4.13 -2.89 -2.19
H 5.36 -3.20 -4.37
H 6.12 -4.94 -2.88
H 6.93 -3.79 -1.79
C -0.99 3.98 1.82
C -2.28 3.24 1.58
C -3.28 3.41 2.69
O -4.05 2.22 2.58
C -3.22 1.27 2.05
O -3.48 0.10 2.00
O -2.07 1.83 1.58
H -0.51 3.66 2.75
H -0.28 3.78 1.01
H -1.16 5.06 1.86
H -2.71 3.52 0.61
H -3.90 4.29 2.56
H -2.82 3.43 3.69
C 0.06 5.11 7.63
C -0.26 3.82 6.90
C 0.59 2.66 7.32
O 0.58 1.84 6.16
C 0.41 2.68 5.10
O 0.55 2.36 3.95
O 0.06 3.93 5.51
H 1.10 5.39 7.50
H -0.54 5.93 7.24
H -0.14 5.01 8.70
H -1.32 3.59 6.98
H 0.18 2.13 8.18
H 1.63 2.94 7.54
C -4.09 -6.82 -2.53
C -3.08 -5.76 -2.14
C -3.69 -4.55 -1.51
O -2.74 -3.54 -1.82
C -2.12 -3.93 -2.97
O -1.40 -3.22 -3.63
O -2.44 -5.22 -3.29
H -4.83 -6.42 -3.23
H -3.59 -7.65 -3.03
H -4.61 -7.21 -1.65
H -2.31 -6.20 -1.50
H -3.82 -4.65 -0.44
H -4.65 -4.26 -1.96
```

Its total charge is -1. Its lowest unoccupied orbital energy is 1.2 eV. The calculation puts the largest force on an atom at 7.30 eV Å⁻¹. For the total energy, the calculation gives -150158.6926 eV. For the gap between HOMO and LUMO, the calculation gives 0.203 hartree. The spin multiplicity is 1.

***

No. 7
ORCA calculation (wB97M-V/def2-TZVPD) on a molecular structure, C17H20MoN4O2.

```
44
Properties=species:S:1:pos:R:3
N 0.36 2.05 -0.38
C 0.37 3.20 -0.25
C 0.40 4.64 -0.06
H -0.63 5.03 -0.09
H 0.99 5.11 -0.85
H 0.84 4.88 0.91
N 2.34 -1.45 -0.95
C 3.30 -2.10 -0.98
C 4.50 -2.90 -0.93
H 5.24 -2.50 -1.64
H 4.27 -3.94 -1.21
H 4.92 -2.87 0.09
N -1.72 -1.10 -0.39
C -2.76 -1.59 -0.26
C -4.06 -2.19 -0.06
H -4.01 -2.96 0.72
H -4.40 -2.65 -0.99
H -4.78 -1.42 0.25
Mo 0.29 -0.16 -1.36
C 0.28 -1.73 0.85
O -0.01 -2.22 1.85
C 1.72 0.48 0.88
O 2.04 0.96 1.87
C 0.81 1.17 -3.01
C -0.57 1.23 -2.81
C -1.33 0.06 -2.82
C -0.71 -1.17 -3.02
C 0.67 -1.24 -3.21
C 1.43 -0.07 -3.21
H 1.43 2.05 -2.96
H -1.08 2.16 -2.60
H -2.39 0.14 -2.61
H -1.26 -2.10 -2.97
H 1.13 -2.21 -3.30
H 2.51 -0.08 -3.31
C -0.68 0.14 5.12
C -1.56 1.04 4.24
C -1.32 0.88 2.82
N -1.23 0.83 1.67
H -0.81 -0.92 4.87
H -0.92 0.28 6.17
H 0.38 0.38 4.99
H -2.62 0.81 4.44
H -1.39 2.09 4.50
```

Its total charge is +4. Its lowest unoccupied orbital energy (spin up / spin down) is -17.9 / -17.6 eV. The calculation puts the largest force on an atom at 11.66 eV Å⁻¹. For the total energy, the calculation gives -29814.4453 eV. For the gap between HOMO and LUMO (spin up / spin down), the calculation gives 0.139 / 0.148 hartree. The expectation value of S² is 2.014. The spin multiplicity is 3.

***

No. 8
ORCA calculation (wB97M-V/def2-TZVPD) on a molecular structure, C23H26NO2PPt.

```
54
Properties=species:S:1:pos:R:3
C 1.80 3.89 5.09
C 1.43 2.43 4.71
C 2.40 1.47 4.07
C 2.01 0.09 3.72
C 0.63 -0.45 3.98
C 0.20 -1.91 3.58
C 0.08 -1.84 2.00
C 1.13 -2.35 1.09
C 0.89 -2.18 -0.36
C -0.37 -1.52 -0.88
C -1.43 -1.04 0.02
P -3.05 -0.24 -0.51
C -2.98 1.50 0.20
C -4.36 -1.14 0.49
C -1.20 -1.21 1.49
C -0.53 -1.33 -2.45
O -1.61 -1.46 -2.96
C 0.81 -1.04 -3.21
C 0.95 -0.07 -4.43
C -0.11 -0.27 -5.57
C -0.39 1.07 -6.43
N 0.67 2.09 -6.33
C 1.94 -1.66 -2.72
C 1.90 -2.61 -1.47
O 2.61 -3.63 -1.37
C -0.33 0.52 4.63
C 0.05 1.90 4.97
H 1.36 4.20 6.08
H 2.92 4.04 5.15
H 1.43 4.64 4.32
H 3.43 1.86 3.88
H 2.80 -0.54 3.24
H 1.01 -2.66 3.79
H -0.78 -2.15 4.07
H 2.07 -2.84 1.47
H -3.87 2.12 -0.08
H -2.07 2.00 -0.25
H -2.90 1.40 1.33
H -3.92 -1.58 1.44
H -5.15 -0.41 0.85
H -4.81 -2.00 -0.07
H -1.99 -0.83 2.20
H 0.92 0.99 -4.02
H 2.00 -0.18 -4.85
H -1.12 -0.63 -5.22
H 0.26 -1.03 -6.31
H -0.49 0.78 -7.52
H -1.37 1.56 -6.15
H 1.61 1.71 -6.41
H 0.55 2.71 -5.53
H 2.95 -1.53 -3.18
H -1.40 0.24 4.85
H -0.69 2.59 5.45
Pt 4.13 -3.47 0.13
```

Its total charge is +2. Its lowest unoccupied orbital energy is -11.2 eV. The calculation puts the largest force on an atom at 3.64 eV Å⁻¹. For the total energy, the calculation gives -42365.9480 eV. For the gap between HOMO and LUMO, the calculation gives 0.071 hartree. The spin multiplicity is 1.